Record 1
C7H34NO8 | wB97M-V/def2-TZVPD

Structure (XYZ):
```
50
Properties=species:S:1:pos:R:3:forces:R:3
O -0.626124 1.484748 3.429847 0.006 0.166 0.267
O 1.887151 0.400149 0.343203 0.386 0.191 -0.135
O -2.249140 -1.664338 0.607552 0.127 0.247 0.242
O -3.717607 1.116810 0.481622 0.186 0.335 0.365
O 3.235955 -2.239839 3.756926 1.201 -0.529 0.128
O -0.978326 2.971052 -0.713614 -0.209 0.522 -0.293
O 2.809995 -1.413491 -3.341974 1.195 -0.185 0.976
O -3.106969 0.022911 -1.934009 0.343 -0.846 -0.545
N -0.737320 0.819848 0.790172 -0.235 -0.223 -0.749
C 1.873389 -0.842604 5.151003 0.084 0.963 -0.187
C 1.114760 -1.659484 2.883181 0.030 0.868 -0.190
C 0.823563 -0.047274 -3.229553 1.001 -0.155 -0.483
C 2.165199 -0.362749 -3.980420 -2.595 -0.181 -1.197
C 1.936409 -1.939495 4.126167 -1.326 -0.214 0.032
C -3.358527 0.970646 -2.965485 0.448 0.553 1.829
C 1.874360 -0.792488 -5.442856 0.452 0.796 0.076
H 0.154666 -0.908386 -3.262188 0.049 -0.118 -0.051
H -4.188154 1.886554 0.152191 -0.193 0.089 -0.059
H 0.327809 -0.962286 3.175201 -0.658 -0.511 -0.257
H 0.805099 -2.570906 2.373879 -0.392 0.100 0.201
H 2.494899 -1.071627 6.015757 -0.231 -0.034 0.096
H 2.233486 0.096756 4.721525 0.311 0.112 -0.101
H 2.799553 0.522964 -4.004456 0.223 -0.167 0.301
H 1.682682 -1.099315 2.138632 0.314 -0.079 0.167
H -2.648565 -2.487668 0.317631 0.013 -0.099 -0.261
H 2.818132 -0.807386 -5.988764 0.045 -0.371 0.041
H -2.472902 1.601845 -3.068946 0.216 -0.162 -0.775
H -3.659844 0.447732 -3.869360 0.003 0.241 0.091
H -1.054562 1.625825 0.244201 0.087 0.236 0.210
H 1.261659 -0.081194 -5.998585 -0.225 0.075 0.234
H -4.206272 0.854668 1.265182 -0.152 -0.069 0.076
H 1.398913 -1.772041 -5.490749 0.022 -0.015 0.100
H 1.466642 -2.798162 4.610847 0.455 -0.417 -0.055
H -2.966225 0.454037 -1.084439 -0.328 -0.058 -0.287
H 2.217439 -2.165086 -3.257135 -0.111 -0.004 -0.142
H 0.287767 0.783956 -3.687917 0.086 0.144 0.151
H -2.817295 -1.358359 1.317777 -0.164 -0.154 0.129
H -0.208818 2.320419 3.654349 0.117 0.154 0.032
H -1.188917 1.285424 4.182110 -0.097 -0.139 0.117
H 2.419027 0.894617 0.971949 0.111 0.050 0.157
H -4.095229 1.666891 -2.556926 -0.660 -0.003 -0.713
H -1.755769 3.516007 -0.858903 -0.128 0.129 -0.003
H 0.844863 -0.599905 5.419347 -0.010 -0.355 0.345
H 3.720579 -1.410328 3.723870 0.196 -0.041 -0.053
H -0.331839 3.298217 -1.344355 0.203 -0.059 -0.108
H -0.718758 1.011467 1.792764 -0.266 -0.053 0.216
H 1.071426 0.138867 -2.184195 -0.231 0.250 0.041
H 0.212157 0.617231 0.468389 0.326 -0.222 0.024
H 2.490343 0.198935 -0.378062 0.042 -0.202 -0.242
H -1.340774 0.045818 0.527600 -0.067 -0.558 0.244
```
Forces are in eV/Å.

Properties
Lowest unoccupied orbital energy   -2.993 eV
Charge   +1
Kohn-Sham gap   9.30 eV
Total energy   -943.5213 hartree


Record 2
C7H34O12 | wB97M-V/def2-TZVPD

Structure (XYZ):
```
53
Properties=species:S:1:pos:R:3:forces:R:3
O -3.208387 -2.001789 -0.951080 -0.008 0.669 -0.419
O 2.853560 -1.213630 -0.612567 0.246 -1.175 -0.291
O -1.745037 2.302866 2.137372 0.853 0.669 1.888
O -1.021639 -2.617579 -2.354688 -0.244 -0.589 -0.007
O 1.306887 -1.165993 -2.847451 -0.217 0.004 -0.701
O -2.859253 2.969472 -0.331240 0.359 0.350 -0.651
O 1.505638 2.063922 2.619746 -0.142 1.122 -0.459
O 0.594047 -3.914322 -0.462048 0.383 -0.312 1.405
O 4.177779 0.861185 0.991020 -0.914 -0.845 1.184
O -2.155283 -2.073549 2.656511 1.001 -0.095 0.995
O 0.337591 -2.643374 2.121712 -1.165 0.855 0.127
O -2.749465 -0.086706 0.833794 1.109 0.432 0.897
C -0.039228 1.289779 -0.842944 -1.166 -0.169 -1.272
C -0.852337 0.746266 -1.766306 1.100 -1.255 1.588
C 0.793568 -1.321636 1.886021 0.461 0.843 0.570
C 0.641107 0.422832 0.119521 -0.218 0.347 1.006
C 0.327897 2.741950 -0.865390 2.392 -0.311 1.239
C 0.132005 -0.670917 0.687821 -0.729 -0.491 -0.181
C 1.608928 2.869038 -1.775347 -0.643 1.073 0.623
H 3.447149 1.010139 1.644969 0.882 0.252 -0.781
H 2.298710 3.590161 -1.304509 0.087 -0.557 -0.361
H 0.663601 -0.632648 2.789820 -0.201 -0.974 -0.748
H -2.287342 3.691036 -0.620493 -0.382 0.566 0.432
H 4.296572 1.661585 0.493281 -0.125 0.573 -0.211
H -0.277254 -2.072313 -2.633317 0.544 0.027 -0.172
H -0.849484 -1.138467 0.375427 1.401 0.711 0.230
H 1.879242 -1.152575 -2.078997 0.243 0.162 0.844
H 1.278388 2.912082 2.161016 0.251 -1.091 0.686
H 1.301553 3.295010 -2.701708 -0.269 0.615 -0.842
H -0.842034 -0.345085 -1.763532 -0.419 0.409 -0.191
H 1.535055 0.835557 0.600011 -0.215 -0.162 -0.454
H 3.363410 -0.810898 0.084915 0.511 0.898 0.315
H -3.400073 0.487110 1.244032 -0.652 -0.388 -0.745
H -0.437952 3.433576 -1.177368 -0.215 -0.025 -0.322
H -0.613792 -3.386447 -1.907982 -0.118 0.535 -0.126
H -2.246122 2.622327 1.401618 -0.501 -0.007 -1.202
H 2.961252 -2.161158 -0.447501 -0.212 0.062 -0.206
H -2.103584 -1.236202 2.195182 -0.539 0.709 -0.595
H -3.383697 -2.940331 -1.070104 0.207 0.147 -0.059
H -2.468192 2.301414 -0.910037 -0.297 -0.862 0.303
H 0.634911 1.717477 2.856472 0.045 0.103 -0.055
H 0.974925 -4.566061 0.160383 -0.100 -0.105 -0.883
H 1.923592 -1.236027 -3.576287 -0.028 -0.066 -0.345
H 0.316944 -3.300050 0.249086 -0.170 0.314 -0.356
H -1.598793 1.372364 2.043610 -0.065 -0.744 -0.636
H -0.643844 -2.495818 2.345557 1.289 -0.970 -0.159
H 0.668388 3.071537 0.163442 -0.720 -0.370 -0.976
H -3.008420 -2.424484 2.471531 -0.956 -0.423 -0.319
H -2.981597 -0.732724 0.140085 -1.061 0.134 0.199
H -1.445369 1.221050 -2.492859 -0.443 0.886 -0.840
H -2.553975 -1.749680 -1.647379 -0.285 -0.926 0.498
H 2.065252 1.947110 -2.108630 0.223 -0.421 0.713
H 1.884186 -1.346407 1.775788 -0.167 -0.133 -0.178
```
Forces are in eV/Å.

Properties
Lowest unoccupied orbital energy   0.336 eV
Charge   0
Kohn-Sham gap   8.76 eV
Total energy   -1189.9417 hartree
SMILES string   C=C(/C=C/CO)CC.O.O.O.O.O.O.O.O.O.O.O


Record 3
C7H37NO11 | wB97M-V/def2-TZVPD

Structure (XYZ):
```
56
Properties=species:S:1:pos:R:3:forces:R:3
O 2.980527 -2.050968 0.508623 -1.091 -0.531 -0.498
O -1.396011 -3.735287 -1.027236 0.161 -1.447 -0.234
O 1.649675 -1.752929 -3.110722 0.389 -0.865 0.468
O 2.117755 -0.178142 -0.945770 0.088 0.775 -0.441
O 0.114329 0.351630 -3.617562 -0.577 0.096 0.012
O 1.863005 3.549291 2.462811 0.143 -0.596 -1.179
O 1.771741 0.919335 2.075468 -0.693 -0.543 -0.019
O -2.806272 -0.222646 -2.846755 -0.435 0.378 -0.280
O -0.919057 1.693859 -1.302477 -0.242 0.610 -0.696
O 3.024301 -3.680324 -1.720781 0.662 -0.750 -0.170
O 3.773690 1.529423 0.320425 -0.236 0.249 -0.905
N -0.984826 -0.857325 -0.410404 -0.333 -0.034 0.748
C -0.249915 -2.039325 1.654333 0.051 -0.500 0.646
C -0.967297 3.476212 1.547566 0.611 0.313 0.637
C -2.132792 2.968337 1.916096 -0.283 -0.915 -0.211
C -1.555259 0.207726 1.610736 0.192 0.199 -0.288
C -1.292427 -1.182213 0.986328 -1.156 0.927 -0.282
C -2.955371 0.700910 1.195758 -0.400 0.271 1.545
C -3.132728 2.220670 1.051660 0.144 1.367 0.034
H -0.184280 -3.056334 1.262981 -0.008 0.209 -0.549
H -3.381085 0.185519 0.342489 0.275 -0.107 -0.332
H -1.161880 -4.591423 -0.621617 -0.018 0.678 0.429
H 3.150318 1.036443 -0.259215 0.200 0.151 0.670
H 1.527669 4.033090 1.705334 0.089 1.053 0.153
H -0.618458 3.720924 0.551526 -0.483 -0.404 -0.393
H 3.351016 -1.171920 0.510408 0.708 0.105 0.468
H -2.894033 0.151460 -3.738383 0.068 -0.180 0.355
H 1.097666 -1.123137 -2.650983 -0.622 0.145 -0.221
H -0.027574 -0.547245 -0.485741 -0.387 -0.124 -0.489
H 2.091113 -3.859828 -1.857560 0.010 0.329 0.173
H -1.914324 -0.565821 -2.817408 0.374 -0.136 -0.210
H -1.730966 1.164330 -1.383580 0.225 0.021 0.196
H -2.319284 -1.567155 1.026667 0.507 -0.967 -0.221
H 1.616119 -0.930305 -0.630142 0.120 -0.428 0.346
H 1.949560 -1.277634 -3.873076 0.136 0.102 -0.824
H 3.151625 -3.259344 -0.863093 -0.504 0.132 -0.258
H -4.129033 2.482480 1.421995 -0.051 -0.053 -0.307
H -1.446545 0.317172 2.696366 -0.085 -0.511 -0.006
H 3.741578 2.415338 -0.075076 0.275 -0.214 0.461
H 1.183482 0.561166 2.756910 0.339 0.075 -0.119
H -2.317942 2.849064 2.986346 0.175 0.001 -0.084
H 1.053621 0.546576 -3.584555 -0.126 0.465 0.087
H -0.801770 0.888999 1.232182 0.288 0.094 -0.016
H 1.829074 2.674309 2.003452 0.436 0.013 1.207
H -0.188248 3.614791 2.298840 -0.721 0.480 0.071
H 0.735947 -1.569340 1.559141 -0.133 -0.130 0.150
H -3.057243 2.575729 0.018727 0.063 -0.185 0.080
H 2.703574 -0.571148 -1.602874 -0.018 -0.304 -0.244
H -3.620824 0.463820 2.045142 0.158 -0.345 -0.309
H -0.475249 -2.235783 2.709151 0.050 0.500 0.075
H 2.655546 0.571903 2.215706 0.126 0.097 0.091
H -1.344536 -1.463504 -1.124253 0.523 -0.560 0.248
H 3.379934 -2.706696 1.062047 0.779 0.147 0.830
H -0.295879 0.851347 -2.884440 0.457 0.316 0.062
H -1.571527 -4.085826 -1.910212 -0.191 0.579 -0.315
H -0.640253 1.559774 -0.391279 -0.024 -0.049 -0.141
```
Forces are in eV/Å.

Properties
Lowest unoccupied orbital energy   0.057 eV
Charge   0
Kohn-Sham gap   9.11 eV
Total energy   -1171.2106 hartree
SMILES string   C=CCCC[C@H](C)N.O.O.O.O.O.O.O.O.O.O.O


Record 4
C7H39NO11 | wB97M-V/def2-TZVPD

Structure (XYZ):
```
58
Properties=species:S:1:pos:R:3:forces:R:3
O -1.658967 -0.453947 0.708060 0.595 -0.393 -0.453
O -3.140631 2.549249 2.572483 -0.102 0.002 0.373
O -1.193307 2.170827 0.797744 0.203 -1.153 -0.711
O -1.086417 3.436724 -1.572211 0.280 -0.250 0.794
O 0.000550 -2.436522 -1.373768 0.900 1.403 0.571
O -0.935796 -0.735957 -3.233353 0.015 0.392 0.098
O -3.261288 -0.103838 2.815369 -0.249 -0.221 1.248
O -0.844711 1.880507 -3.707504 -0.740 -0.484 -1.786
O 0.938692 1.776308 2.394171 2.111 -1.158 1.660
O 1.059357 3.425394 0.050373 1.813 -0.981 -0.389
O -2.568771 -1.777329 -1.358577 0.229 -0.713 0.295
N 1.313654 -1.015644 1.143049 0.016 1.058 0.310
C 2.728357 0.228194 -0.474605 0.289 -0.049 -0.271
C 1.759822 0.279425 -1.661616 -0.372 1.115 -0.119
C 2.028044 1.507721 -2.574115 -0.942 0.583 0.388
C 1.271848 -2.043737 2.200207 0.844 -0.224 0.013
C 2.559873 -1.054664 0.340418 0.069 -0.884 -0.356
C -0.655063 -3.639895 1.753859 1.152 0.579 -1.153
C 0.865627 -3.429492 1.634708 -0.110 0.014 -0.837
H -2.770869 -0.336764 2.012431 0.467 -0.302 -0.162
H 0.266696 3.018792 0.429400 -0.033 -0.113 0.010
H 2.603251 1.111458 0.206464 0.026 -0.707 -0.441
H 1.654832 2.644225 -0.173483 -1.204 1.588 0.496
H 2.262215 -2.165218 2.713712 -0.467 0.331 -0.475
H 1.663263 2.484147 -2.062466 0.764 -1.573 -1.225
H -1.201867 -2.876946 1.207219 -0.073 0.021 -0.077
H -2.925035 2.930140 3.436603 -0.099 -0.136 -0.344
H -1.845177 -2.453065 -1.266141 -0.606 0.522 -0.024
H 0.144301 1.909066 1.937930 -2.212 0.446 -1.094
H -0.774914 -0.873269 0.815395 -0.191 0.399 0.089
H 1.206696 -0.034128 1.531848 0.379 -1.566 -0.254
H -1.906606 2.445324 1.390396 -0.738 0.258 0.661
H -2.227035 -1.285227 -2.121865 -0.169 0.083 -0.174
H 1.516524 1.374138 -3.547820 -0.004 0.345 0.705
H -2.801370 -0.508348 3.579496 -0.349 0.308 -0.849
H 3.772002 0.311380 -0.859007 -0.617 -0.220 0.271
H -0.104379 -1.736254 -2.096237 0.272 -0.946 1.239
H -0.846111 -1.075011 -4.116747 0.014 -0.333 -0.611
H -3.330855 1.588532 2.739175 0.152 0.369 0.054
H -0.207707 3.824445 -1.353857 -0.669 -0.272 -0.214
H 0.408811 -1.959439 -0.574169 -0.760 -0.745 -1.578
H 1.818061 -0.611988 -2.299384 0.185 -0.007 0.444
H 1.397533 -4.197608 2.207214 -0.157 0.025 -0.086
H -0.893420 2.378424 -2.891553 0.008 0.976 1.304
H -0.932662 -4.584506 1.364466 -0.357 -0.995 -0.512
H -1.347445 1.188365 0.629186 -0.008 0.661 0.188
H 2.513112 -1.968848 -0.346583 0.144 1.227 0.728
H -1.277032 2.914639 -0.733912 0.011 0.720 -1.074
H 3.084762 1.572467 -2.838854 0.106 0.154 0.343
H -2.030215 -0.922560 -0.104247 -0.245 0.180 0.145
H 1.180349 -3.588913 0.531183 -0.350 0.488 1.805
H -1.559134 2.272051 -4.250084 0.576 -0.411 0.380
H 0.715012 0.327749 -1.262932 0.640 -0.042 -0.379
H 0.589699 -1.711776 3.004816 0.034 -0.212 -0.493
H -0.968766 -3.609102 2.754101 -0.384 0.128 1.569
H 1.412874 2.598301 2.334672 0.326 0.507 -0.069
H -0.903049 0.246785 -3.344848 0.003 0.153 -0.070
H 3.462775 -1.204785 0.963778 -0.413 0.051 0.100
```
Forces are in eV/Å.

Properties
Lowest unoccupied orbital energy   0.447 eV
Charge   0
Kohn-Sham gap   9.98 eV
Total energy   -1172.5414 hartree
SMILES string   CCCCNCCC.O.O.O.O.O.O.O.O.O.O.O


Record 5
C7H3Cl5N5NiOTe | wB97M-V/def2-TZVPD

Structure (XYZ):
```
23
Properties=species:S:1:pos:R:3:forces:R:3
Te -3.481995 -0.521014 1.347397 -0.398 -0.121 0.258
Ni -1.349495 -0.314221 0.155158 -0.520 0.614 -0.359
Cl 3.962704 4.451504 -0.007279 -0.044 -0.017 0.007
Cl 3.766500 1.355378 0.466914 -0.017 0.009 -0.008
Cl -1.440687 4.622463 -0.553135 0.030 -0.010 -0.034
Cl 1.333154 6.086191 -0.471648 -0.002 -0.014 -0.002
Cl 0.960628 -0.063913 0.391468 0.576 0.036 -0.005
O -1.233135 1.727658 -0.245091 0.333 -0.006 0.086
N -2.045469 -4.288895 -0.336931 -0.174 -0.047 -0.086
N -1.249694 -2.236493 -0.581513 0.143 -0.649 0.343
N -0.327020 -2.962871 0.022055 0.223 0.366 -0.081
N -0.837417 -4.139495 0.150946 0.019 -0.237 0.113
N -0.196881 -5.141165 0.870351 -0.125 -0.049 -0.029
C 1.245692 4.370813 -0.259380 -0.050 -0.025 0.000
C 2.334738 2.279141 0.157635 -0.021 -0.065 0.013
C -2.286409 -3.069150 -0.791807 0.079 0.113 -0.275
C 0.018407 3.734378 -0.307858 0.018 0.062 -0.017
C -0.117657 2.320748 -0.155480 -0.139 -0.076 -0.063
C 2.425699 3.653547 -0.038798 0.019 0.006 0.010
C 1.106925 1.645012 0.107734 0.003 0.024 0.035
H 0.720954 -4.778934 1.102336 0.006 0.010 -0.030
H -3.192523 -2.778473 -1.290281 -0.042 0.045 0.153
H -0.117012 -5.952201 0.267212 0.080 0.030 -0.031
```
Forces are in eV/Å.

Properties
Lowest unoccupied orbital energy (alpha / beta)   2.517 / 2.465 eV
Charge   -1
Kohn-Sham gap (alpha / beta)   6.02 / 5.59 eV
Spin multiplicity   3
Total energy   -4694.8733 hartree
⟨S²⟩   2.016


Record 6
C7H3LaNO4S | wB97M-V/def2-TZVPD

Structure (XYZ):
```
17
Properties=species:S:1:pos:R:3:forces:R:3
La 0.998381 1.275726 -0.311138 1.363 3.028 1.899
S -1.791860 0.271433 2.948507 0.473 0.146 -0.630
O -0.661992 0.028713 -3.290518 2.743 2.221 4.475
O 2.242081 -1.691346 -2.026131 -1.909 5.902 3.186
O 5.032005 1.299868 -0.941606 -6.450 0.339 0.985
O 0.954370 -3.902908 -0.212537 -1.117 3.598 2.093
N -0.986114 0.639459 0.571965 -1.534 -1.281 0.257
C 0.677981 -2.915708 0.317381 1.087 -3.567 -2.006
C -0.526648 0.223693 1.786767 -1.445 0.305 -0.070
C -2.932773 0.835814 1.771031 0.806 -0.921 -0.607
C -0.107172 0.478840 -2.378131 -4.179 -2.673 -6.447
C 1.896944 -0.718300 -1.469549 3.047 -7.981 -4.153
C -2.398556 0.842322 0.515327 1.907 0.947 0.343
C 3.878791 1.353311 -0.762074 6.784 -0.286 -0.921
H 0.510133 -0.214640 1.942677 -1.282 0.516 0.175
H -2.827676 1.147576 -0.461346 0.089 -0.280 1.017
H -3.957895 1.046147 1.999374 -0.383 -0.010 0.402
```
Forces are in eV/Å.

Properties
Lowest unoccupied orbital energy   -14.229 eV
Charge   +3
Kohn-Sham gap   7.11 eV
Total energy   -1052.8178 hartree


Record 7
C7H4 | wB97M-V/def2-TZVPD

Structure (XYZ):
```
11
Properties=species:S:1:pos:R:3:forces:R:3
C 1.660481 -0.920102 0.515958 0.228 0.437 0.614
C -0.626500 0.013970 1.121083 -0.244 -0.256 0.253
C -0.562810 0.686976 -1.262380 -0.187 -0.256 0.099
C 0.539602 -0.618744 1.184988 -0.275 -0.370 0.158
C 1.593858 0.050716 -0.474929 -0.798 1.013 -1.359
C 0.839991 0.776154 -1.156942 1.647 -0.478 0.305
C -1.248123 0.226174 -0.177137 -0.197 -0.018 -0.026
H -2.326208 0.158311 -0.231851 -0.079 0.037 -0.059
H 2.349043 -1.731981 0.635373 -0.030 -0.332 -0.116
H -1.136129 0.370858 2.006122 0.079 0.153 0.092
H -1.083204 0.987668 -2.160284 -0.143 0.070 0.039
```
Forces are in eV/Å.

Properties
Lowest unoccupied orbital energy (alpha / beta)   0.022 / 0.023 eV
Charge   0
Kohn-Sham gap (alpha / beta)   8.00 / 8.00 eV
Total energy   -268.9209 hartree